Entry 1:
Formula: C5H10O
Source: OMol25
Level of theory: ωB97M-V/def2-TZVPD

```
! wB97M-V def2-TZVPD RIJCOSX def2/J DEFGRID3
* xyz 0 1
C -0.44978 1.27650 -1.88753
O 0.78034 0.90578 -1.23095
C 1.21405 -0.32595 -1.14480
C 0.98271 -1.54482 1.40180
C -0.20901 -1.03233 1.09101
C -0.57016 0.39726 1.39975
H -0.26792 2.26463 -2.31251
H -1.27734 1.33222 -1.17453
H -0.68105 0.55696 -2.67815
H 0.39516 -0.99081 -1.55351
H 1.73382 -0.93870 1.90351
H 1.25835 -2.56964 1.17428
H -0.93515 -1.65024 0.56440
H -1.49333 0.70617 0.89963
H 0.23000 1.07040 1.07294
H -0.71071 0.54257 2.47465
*
```

**Frontier orbital gap**: 9.15 eV
**ΔE to the lowest compared entry with this formula, charge and spin**: 4.5623 eV
**HOMO**: -8.23 eV

Entry 2:
Formula: C5H10O
Source: OMol25
Level of theory: ωB97M-V/def2-TZVPD

```
! wB97M-V def2-TZVPD RIJCOSX def2/J DEFGRID3
* xyz 0 1
O -0.16111 0.66089 2.40682
C -1.19991 0.12989 1.60750
C -0.70018 -0.69660 0.41789
C 0.34267 0.03203 -0.41895
C 0.35440 0.01999 -1.92130
C 1.41611 -0.71680 -1.15669
H 0.29832 1.32868 1.88362
H -1.87981 0.92507 1.26064
H -1.77189 -0.51192 2.28214
H -1.57360 -0.95955 -0.19349
H -0.28117 -1.63232 0.80546
H 0.69146 0.97411 0.00325
H -0.39709 -0.57308 -2.43561
H 0.63313 0.93454 -2.43691
H 1.36136 -1.80293 -1.14968
H 2.42925 -0.32490 -1.14547
*
```

**Frontier orbital gap**: 11.19 eV
**ΔE to the lowest compared entry with this formula, charge and spin**: 1.3221 eV
**HOMO**: -10.13 eV

Entry 3:
Formula: C5H10O
Source: OMol25
Level of theory: ωB97M-V/def2-TZVPD

```
! wB97M-V def2-TZVPD RIJCOSX def2/J DEFGRID3
* xyz 0 1
O 2.26117 0.71435 -0.24132
C 2.06663 -0.54747 -0.00374
C 0.75199 -1.05175 -0.43619
C -0.40056 0.38094 0.52543
C -1.69223 0.06881 -0.25347
C -1.53296 1.41101 0.31818
H 0.57303 0.85267 0.14536
H 2.37997 -0.97510 0.97542
H 2.50090 -1.30666 -0.77780
H 0.36284 -2.01550 -0.09806
H 0.47704 -0.75872 -1.44572
H -0.35062 -0.00880 1.53868
H -1.61302 -0.04856 -1.33090
H -2.37856 -0.62587 0.22216
H -1.30480 2.23912 -0.34486
H -2.10081 1.67153 1.20685
*
```

**Frontier orbital gap (alpha / beta)**: 8.52 / 8.53 eV
**ΔE to the lowest compared entry with this formula, charge and spin**: 5.4702 eV
**HOMO (alpha / beta)**: -8.40 / -8.40 eV

Entry 4:
Formula: C5H10O
Source: OMol25
Level of theory: ωB97M-V/def2-TZVPD

```
! wB97M-V def2-TZVPD RIJCOSX def2/J DEFGRID3
* xyz 0 1
C -1.05927 -0.26555 1.28202
C 0.11060 0.39650 0.60555
C 1.30607 -0.53367 0.38904
C 1.01378 -0.58677 -1.12232
C -0.08125 0.60295 -0.93291
O -1.28116 0.44291 -1.60769
H -1.92659 0.39181 1.21897
H -1.31052 -1.19974 0.77283
H -0.82082 -0.46349 2.33492
H 0.36794 1.30804 1.14690
H 2.24382 -0.03928 0.63397
H 1.24938 -1.48320 0.93175
H 1.87337 -0.42715 -1.77556
H 0.54867 -1.55149 -1.40978
H -0.29976 2.11621 -1.11203
H -1.86678 1.29865 -1.35279
*
```

**Frontier orbital gap**: 9.47 eV
**ΔE to the lowest compared entry with this formula, charge and spin**: 3.7773 eV
**HOMO**: -8.93 eV

| no. | maximum force (eV Å⁻¹) | E (eV) |
| --- | --- | --- |
| 1 | 0.46 | -7390.2030 |
| 2 | 0.38 | -7393.4433 |
| 3 | 0.47 | -7389.2951 |
| 4 | 4.16 | -7390.9880 |